P) {
  "formula": "C6H14O",
  "method": "ωB97M-V/def2-TZVPD",
  "e_homo_ev": -8.92,
  "total_charge": 0,
  "orbital_gap_ev": 9.843,
  "smiles": "C/C=C/CCC.O",
  "multiplicity": 1,
  "elements": ["C", "C", "C", "C", "C", "C", "H", "H", "H", "H", "H", "H", "H", "H", "H", "H", "H", "H", "O", "H", "H"],
  "xyz": [[2.80678, 0.02233, 0.44287], [1.39162, 0.21016, 0.90074], [0.34161, -0.16212, 0.17416], [-1.05943, -0.24244, 0.69102], [-1.82839, -1.52024, 0.37196], [-2.07055, -1.64422, -1.13393], [2.89521, -0.81146, -0.25807], [3.23721, 0.90356, -0.02108], [3.43085, -0.27263, 1.28155], [1.21940, 0.07356, 1.96516], [0.50432, -0.43420, -0.86508], [-1.62836, 0.56755, 0.22223], [-1.04697, 0.10563, 1.72617], [-2.81125, -1.43544, 0.84112], [-1.31582, -2.41481, 0.71216], [-1.16358, -1.96286, -1.65073], [-2.85731, -2.34871, -1.39971], [-2.27939, -0.65613, -1.55250], [0.45750, 3.82051, -0.64331], [0.61725, 3.87502, -1.58889], [1.15929, 4.32692, -0.21584]],
  "lowdin_charge": [-0.115, -0.170, -0.135, -0.231, -0.255, -0.123, 0.071, 0.063, 0.064, 0.099, 0.107, 0.110, 0.108, 0.102, 0.103, 0.063, 0.067, 0.073, -0.062, 0.028, 0.034]
}

=====

Q) {
  "formula": "C6H14O",
  "method": "ωB97M-V/def2-TZVPD",
  "e_homo_ev": [-7.83, -10.34],
  "total_charge": 0,
  "orbital_gap_ev": [7.232, 10.770],
  "multiplicity": 1,
  "elements": ["C", "C", "C", "C", "C", "C", "O", "H", "H", "H", "H", "H", "H", "H", "H", "H", "H", "H", "H", "H", "H"],
  "xyz": [[-3.44213, 0.38619, 0.26649], [-2.12354, 0.69542, -0.23625], [-0.84930, 0.45920, 0.63593], [0.36722, 0.35023, -0.28411], [1.63939, -0.11923, 0.41586], [2.74979, -0.38883, -0.58675], [3.89443, -0.82046, 0.12149], [-2.62630, -2.26289, 0.66728], [-4.20419, 1.14950, 0.42058], [-3.64790, -0.66976, 0.45946], [-2.00365, -0.10772, -0.99855], [-2.07694, 1.69852, -0.67733], [-0.71602, 1.26844, 1.36718], [-1.01197, -0.48280, 1.17045], [0.54914, 1.31271, -0.78478], [0.12322, -0.36948, -1.07898], [1.98954, 0.62380, 1.14280], [1.44212, -1.04508, 0.96992], [2.41162, -1.15579, -1.30373], [2.96004, 0.52699, -1.16497], [4.57544, -1.04893, -0.52200]],
  "lowdin_charge": [-0.017, -0.322, -0.217, -0.238, -0.204, -0.298, -0.071, 0.134, 0.047, -0.024, 0.104, 0.111, 0.115, 0.082, 0.121, 0.110, 0.122, 0.120, 0.119, 0.120, 0.085]
}

=====

R) {
  "formula": "C6H14O",
  "method": "ωB97M-V/def2-TZVPD",
  "e_homo_ev": -9.04,
  "total_charge": 0,
  "orbital_gap_ev": 9.787,
  "smiles": "C=C(C)CCC.O",
  "multiplicity": 1,
  "elements": ["C", "C", "C", "C", "C", "C", "H", "H", "H", "H", "H", "H", "H", "H", "H", "H", "H", "H", "O", "H", "H"],
  "xyz": [[-1.27085, 0.76609, -2.05672], [-0.39019, 0.52903, -1.06120], [1.06062, 0.93846, -1.05562], [-0.65923, -0.06981, 0.24065], [0.41841, -1.14978, 0.83198], [0.35924, -2.51525, -0.02854], [-0.83477, 1.01729, -3.07292], [-2.37086, 0.80046, -1.88649], [1.29693, 1.19795, -0.02541], [1.33505, 1.78532, -1.76131], [1.73352, 0.07945, -1.28834], [-0.57286, 0.63428, 1.02174], [-1.56602, -0.74238, 0.37452], [1.51934, -0.95306, 0.60794], [0.12935, -1.36916, 1.90828], [1.20851, -3.22407, 0.24753], [-0.61432, -3.04754, 0.08420], [0.68196, -2.45620, -1.11135], [-0.34231, 2.88783, 2.43700], [-0.56568, 2.86595, 3.40187], [-0.55584, 2.02514, 2.19219]],
  "lowdin_charge": [0.042, -0.403, -0.077, -0.195, -0.212, -0.139, 0.078, 0.069, 0.072, 0.102, 0.084, 0.052, 0.134, 0.095, 0.114, 0.070, 0.063, 0.073, -0.042, 0.068, -0.046]
}

=====

Structures ranked by computed energy, the most stable listed first: P), R), Q).

=====

P) {
  "formula": "C6H14O",
  "method": "ωB97M-V/def2-TZVPD",
  "e_homo_ev": -9.81,
  "total_charge": 0,
  "orbital_gap_ev": 10.904,
  "smiles": "CCCCCOC",
  "multiplicity": 1,
  "elements": ["C", "C", "C", "C", "C", "O", "C", "H", "H", "H", "H", "H", "H", "H", "H", "H", "H", "H", "H", "H", "H"],
  "xyz": [[1.70967, 1.17438, 1.93017], [0.17901, 1.52443, 1.86714], [-0.37744, 1.32587, 0.43502], [-1.23223, 0.09234, 0.05780], [-0.48060, -0.63457, -1.04879], [-1.13558, -1.81787, -1.42046], [-0.41618, -2.52872, -2.39386], [2.18077, 1.60070, 2.82248], [2.29530, 1.55294, 1.07158], [1.89680, 0.08964, 1.95193], [-0.35184, 0.89626, 2.58906], [0.04101, 2.57011, 2.16202], [-0.78104, 2.23723, -0.03500], [0.60057, 1.18387, -0.00406], [-2.24240, 0.32912, -0.30584], [-1.37217, -0.59227, 0.90123], [-0.36841, 0.03699, -1.92105], [0.54095, -0.85080, -0.68618], [-0.29155, -1.94175, -3.31817], [-0.98078, -3.43525, -2.62307], [0.58614, -2.81264, -2.03194]],
  "lowdin_charge": [-0.117, -0.236, -0.211, -0.164, -0.282, -0.183, -0.126, 0.061, 0.071, 0.070, 0.096, 0.095, 0.115, 0.063, 0.114, 0.113, 0.132, 0.124, 0.088, 0.087, 0.089]
}

=====

Q) {
  "formula": "C6H14O",
  "method": "ωB97M-V/def2-TZVPD",
  "e_homo_ev": -10.23,
  "total_charge": 0,
  "orbital_gap_ev": 11.153,
  "smiles": "CC(C)C[C@@H](C)O",
  "multiplicity": 1,
  "elements": ["C", "C", "C", "C", "C", "C", "O", "H", "H", "H", "H", "H", "H", "H", "H", "H", "H", "H", "H", "H", "H"],
  "xyz": [[-1.53974, -0.67714, -1.07077], [-1.09946, -0.28206, 0.33964], [-2.21594, 0.47660, 1.05709], [0.19162, 0.54619, 0.34246], [1.38354, -0.13828, -0.32402], [2.69063, 0.60742, -0.07704], [1.46940, -1.46763, 0.18310], [-2.48364, -1.23437, -1.04103], [-0.79732, -1.31631, -1.56129], [-1.69646, 0.21035, -1.69888], [-0.88936, -1.20338, 0.89615], [-3.13289, -0.12281, 1.10342], [-2.45431, 1.41113, 0.53206], [-1.92778, 0.73267, 2.08352], [0.45526, 0.78506, 1.38278], [0.01973, 1.50664, -0.16664], [1.20025, -0.17552, -1.40833], [2.88486, 0.68648, 0.99822], [2.65368, 1.61783, -0.49969], [3.53211, 0.07588, -0.53489], [1.75583, -2.03874, -0.53588]],
  "lowdin_charge": [-0.079, -0.441, -0.089, -0.153, -0.459, -0.056, -0.040, 0.078, 0.068, 0.085, 0.131, 0.075, 0.080, 0.076, 0.124, 0.129, 0.135, 0.083, 0.081, 0.077, 0.095]
}

=====

Structures ranked by computed energy, the most stable listed first: Q), P).

=====

P) {
  "formula": "C6H14O",
  "method": "ωB97M-V/def2-TZVPD",
  "e_homo_ev": -7.96,
  "total_charge": 0,
  "orbital_gap_ev": 8.800,
  "multiplicity": 1,
  "elements": ["C", "C", "C", "H", "H", "H", "H", "H", "H", "H", "H", "C", "C", "C", "O", "H", "H", "H", "H", "H", "H"],
  "xyz": [[0.89544, -0.27908, 0.75797], [0.89902, -1.77762, 0.47159], [0.29668, 0.07767, 2.09887], [1.87386, 0.17373, 0.60819], [0.30303, -0.02525, -0.39008], [-0.11108, -2.18807, 0.52493], [1.51013, -2.27844, 1.23086], [1.29258, -1.99135, -0.51998], [0.31992, 1.15189, 2.27932], [0.86948, -0.40898, 2.89464], [-0.73446, -0.27536, 2.17779], [-1.60372, -0.51337, -1.98923], [-0.24845, 1.23220, -0.39005], [0.46538, 2.33833, -0.52721], [-0.29453, -0.05676, -1.80980], [-1.25971, 1.14978, -0.02116], [-1.98711, -1.08039, -1.12159], [-2.31081, 0.30875, -2.18721], [-1.64414, -1.18733, -2.85526], [1.48165, 2.33889, -0.89566], [-0.01315, 3.29076, -0.33693]],
  "lowdin_charge": [-0.292, -0.093, -0.101, 0.121, 0.087, 0.081, 0.081, 0.080, 0.074, 0.084, 0.084, -0.219, -0.128, -0.028, -0.287, 0.112, 0.070, 0.074, 0.078, 0.063, 0.058]
}

=====

Q) {
  "formula": "C6H14O",
  "method": "ωB97M-V/def2-TZVPD",
  "e_homo_ev": -9.26,
  "total_charge": 0,
  "orbital_gap_ev": 9.852,
  "smiles": "C=C(CC)CC.O",
  "multiplicity": 1,
  "elements": ["C", "C", "C", "C", "C", "C", "H", "H", "H", "H", "H", "H", "H", "H", "H", "H", "H", "H", "O", "H", "H"],
  "xyz": [[-0.63409, -0.51900, 1.88870], [0.11201, 0.34899, 1.21965], [-0.42155, 1.79180, 1.16867], [-1.68124, 1.86559, 0.27198], [1.43223, 0.12321, 0.46756], [2.15633, -1.16821, 0.74916], [-1.53246, -0.09902, 2.35689], [-0.37877, -1.53507, 2.12792], [0.30885, 2.37612, 0.59321], [-0.58564, 2.15456, 2.17740], [-1.82714, 2.87652, -0.10015], [-2.53607, 1.34787, 0.70755], [-1.54784, 1.29209, -0.62484], [2.05925, 0.99443, 0.87825], [1.24978, 0.37862, -0.60100], [1.88157, -1.75232, 1.62786], [3.23616, -0.87714, 0.82678], [1.82610, -1.90935, -0.02700], [-1.33888, -2.65172, -5.48989], [-0.58522, -2.06735, -5.62619], [-1.19338, -2.97064, -4.59251]],
  "lowdin_charge": [0.033, -0.340, -0.220, -0.107, -0.238, -0.124, 0.069, 0.049, 0.097, 0.106, 0.067, 0.067, 0.061, 0.126, 0.123, 0.059, 0.085, 0.087, -0.063, 0.031, 0.031]
}

=====

Structures ranked by computed energy, the most stable listed first: Q), P).